Entry one
Molecular formula: C18H18F6O18
Method: DFT, the ωB97M-V functional and the def2-TZVPD basis

```
! wB97M-V def2-TZVPD RIJCOSX def2/J DEFGRID3
* xyz 0 1
O -19.339 -2.036 -2.283
C -19.191 -2.305 -3.401
O -20.089 -2.487 -4.370
C -19.432 -2.863 -5.568
C -17.894 -2.677 -5.353
F -17.467 -1.463 -5.950
O -17.906 -2.599 -3.958
H -19.654 -3.895 -5.865
H -19.733 -2.152 -6.338
H -17.318 -3.513 -5.793
O -22.587 -8.934 -5.656
C -22.638 -9.701 -6.555
O -23.279 -10.859 -6.687
C -22.946 -11.531 -7.911
C -22.177 -10.467 -8.665
F -22.918 -9.917 -9.674
O -21.895 -9.539 -7.716
H -22.223 -12.287 -7.652
H -23.913 -11.907 -8.314
H -21.301 -10.850 -9.092
O -12.433 -4.536 -7.852
C -13.513 -4.746 -8.255
O -13.923 -5.869 -8.994
C -15.352 -5.753 -9.087
C -15.786 -4.576 -8.203
F -15.972 -5.037 -6.906
O -14.530 -3.914 -8.021
H -15.664 -5.494 -10.116
H -15.731 -6.733 -8.761
H -16.600 -4.036 -8.600
O -20.709 -7.710 -9.560
C -21.374 -7.777 -10.547
O -21.220 -8.758 -11.516
C -21.840 -8.338 -12.695
C -22.932 -7.408 -12.125
F -23.998 -8.203 -11.838
O -22.305 -6.939 -10.928
H -21.079 -7.793 -13.293
H -22.345 -9.139 -13.197
H -23.184 -6.490 -12.675
O -21.966 -4.015 -12.482
C -21.702 -3.199 -11.674
O -22.126 -3.106 -10.410
C -21.602 -1.890 -9.787
C -20.485 -1.478 -10.768
F -19.406 -2.156 -10.355
O -20.825 -2.132 -11.996
H -22.346 -1.160 -9.805
H -21.269 -2.216 -8.786
H -20.271 -0.497 -11.006
O -18.265 -5.464 -9.082
C -19.315 -5.501 -8.449
O -19.525 -6.022 -7.214
C -20.975 -5.986 -6.954
C -21.497 -5.022 -7.963
F -21.752 -3.743 -7.530
O -20.468 -4.913 -8.892
H -21.317 -7.005 -7.123
H -21.161 -5.654 -5.948
H -22.448 -5.391 -8.369
*
```

Summary:
SMILES string = O=C1OC[C@@H](F)O1.O=C1OC[C@@H](F)O1.O=C1OC[C@@H](F)O1.O=C1OC[C@@H](F)O1.O=C1OC[C@@H](F)O1.O=C1OC[C@@H](F)O1
lowest unoccupied orbital energy = 0.28 eV
orbital gap = 11.329 eV

Entry two
Molecular formula: C18H18F6O18
Method: DFT, the ωB97M-V functional and the def2-TZVPD basis

```
! wB97M-V def2-TZVPD RIJCOSX def2/J DEFGRID3
* xyz 0 1
O 0.812 0.982 2.396
C 0.481 0.695 3.561
O -0.724 0.576 4.025
C -0.656 -0.251 5.212
C 0.759 -0.109 5.683
F 1.311 -1.199 6.096
O 1.358 0.267 4.493
H -1.362 0.212 5.902
H -0.888 -1.284 4.956
H 0.795 0.605 6.506
O -8.184 3.648 -5.089
C -7.129 3.405 -4.517
O -6.424 4.367 -3.893
C -5.400 3.878 -3.241
C -5.112 2.663 -4.031
F -4.745 1.664 -3.268
O -6.419 2.330 -4.587
H -4.571 4.577 -3.350
H -5.701 3.686 -2.211
H -4.339 2.801 -4.787
O 5.323 -2.201 1.848
C 4.730 -2.557 0.849
O 4.447 -1.815 -0.227
C 3.669 -2.524 -1.204
C 3.922 -3.952 -0.659
F 4.924 -4.649 -1.285
O 4.196 -3.732 0.649
H 2.597 -2.334 -1.249
H 4.118 -2.436 -2.193
H 2.945 -4.435 -0.658
O -2.339 1.269 -1.725
C -1.524 0.462 -1.301
O -1.683 -0.771 -0.742
C -0.496 -1.310 -0.315
C 0.431 -0.546 -1.209
F 0.493 -0.973 -2.442
O -0.211 0.701 -1.343
H -0.433 -0.928 0.703
H -0.570 -2.393 -0.413
H 1.433 -0.470 -0.787
O 3.720 1.080 -1.139
C 4.954 1.187 -1.205
O 5.727 1.295 -0.174
C 6.944 1.732 -0.661
C 7.068 1.063 -1.982
F 7.446 -0.246 -1.817
O 5.679 1.151 -2.288
H 7.076 2.807 -0.779
H 7.741 1.478 0.038
H 7.787 1.521 -2.661
O -2.419 -2.607 2.567
C -3.313 -1.882 2.140
O -3.821 -2.028 0.953
C -4.639 -0.985 0.717
C -5.017 -0.444 2.086
F -6.067 -0.975 2.655
O -3.914 -0.981 2.814
H -4.101 -0.235 0.138
H -5.502 -1.476 0.267
H -5.182 0.629 2.176
*
```

Summary:
SMILES string = O=C1OC[C@@H](F)O1.O=C1OC[C@@H](F)O1.O=C1OC[C@@H](F)O1.O=C1OC[C@@H](F)O1.O=C1OC[C@@H](F)O1.O=C1OC[C@@H](F)O1
lowest unoccupied orbital energy = 0.43 eV
orbital gap = 11.367 eV

Question: which arrangement is favored energetically? Ranking from most to least stable: entry one, entry two.

Entry one
Molecular formula: C2H6NO3P2
Method: DFT, the ωB97M-V functional and the def2-TZVPD basis

```
! wB97M-V def2-TZVPD RIJCOSX def2/J DEFGRID3
* xyz 1 1
C 1.866 -2.681 -0.132
C 0.693 -1.996 -0.227
N -2.284 2.819 -0.092
O -0.384 1.986 1.692
O -0.521 0.311 -0.335
O 2.998 -2.189 -0.674
P -1.409 1.228 1.056
P 0.772 -0.282 -0.916
H 1.898 -3.601 0.341
H -0.039 -2.446 0.386
H -1.900 3.531 0.666
H -2.169 3.182 -1.034
H -3.284 3.018 0.017
H 3.761 -2.879 -0.747
*
```

Summary:
lowest unoccupied orbital energy = -5.51 eV
orbital gap = 8.221 eV

Entry two
Molecular formula: C2H6NO3P2
Method: DFT, the ωB97M-V functional and the def2-TZVPD basis

```
! wB97M-V def2-TZVPD RIJCOSX def2/J DEFGRID3
* xyz 1 1
C -0.094 0.378 0.318
C 0.814 -0.541 1.001
N -0.776 -0.499 -0.826
O 1.974 -1.015 -1.937
O 1.635 -3.080 1.412
O -0.912 1.149 1.060
P 2.563 -1.214 -0.636
P 0.643 -2.386 0.652
H 0.497 1.196 -0.415
H 1.061 -0.144 1.982
H -1.522 0.026 -1.367
H 0.011 -0.896 -1.465
H -1.231 -1.386 -0.610
H -1.252 0.660 1.833
*
```

Summary:
lowest unoccupied orbital energy (spin up / spin down) = -6.32 / -6.32 eV
orbital gap (spin up / spin down) = 7.072 / 7.072 eV

Question: which arrangement is favored energetically? Ranking from most to least stable: entry one, entry two.

Entry one
Molecular formula: C3H2N2O3
Method: DFT, the ωB97M-V functional and the def2-TZVPD basis

```
! wB97M-V def2-TZVPD RIJCOSX def2/J DEFGRID3
* xyz 0 1
O 0.328 2.357 1.582
C 0.395 1.285 1.012
N 1.455 0.557 0.435
C 1.249 -0.602 -0.183
N 0.109 -0.926 -0.829
C -0.897 -0.307 -0.321
O -1.989 -0.644 -0.825
O -1.069 0.427 0.974
H 2.217 -1.076 -0.173
H -1.798 -1.072 -1.672
*
```

Summary:
SMILES string = O=c1ncnc(O)o1
lowest unoccupied orbital energy = -0.80 eV
orbital gap = 9.713 eV

Entry two
Molecular formula: C3H2N2O3
Method: DFT, the ωB97M-V functional and the def2-TZVPD basis

```
! wB97M-V def2-TZVPD RIJCOSX def2/J DEFGRID3
* xyz 0 1
O -0.187 1.881 -2.367
N -0.807 1.094 -1.669
O -1.990 0.762 -1.768
C -0.148 0.155 -0.499
N -0.817 -0.704 0.214
C 0.004 -1.023 1.281
C 1.236 -0.454 1.011
O 1.184 0.193 -0.183
H -0.583 -1.629 2.159
H 2.107 -0.275 1.822
*
```

Summary:
SMILES string = O=[N+]([O-])c1ncco1
lowest unoccupied orbital energy = -0.81 eV
orbital gap = 9.400 eV

Question: which arrangement is favored energetically? Ranking from most to least stable: entry one, entry two.